C3H5N3S in the gas phase in a non-equilibrium geometry, computed with wB97M-V/def2-TZVPD.

Properties
Energy = -18496.7501 eV
Total charge = 0
SMILES = [H]/N=C1/NCC=NS1
Energy above the lowest of the compared OMol25 structures with the same formula, charge and spin = 26.5 kcal per mole

Geometry as XYZ:
```
12
Properties=species:S:1:pos:R:3:forces:R:3:lowdin_charge:R:1
C -1.2942 -0.2843 -0.0925 -0.32 0.31 -0.04 -0.745
C 0.9005 0.7827 0.2164 0.07 -0.26 0.37 -0.201
C 1.6468 -0.4736 -0.1321 0.63 -0.14 -0.30 -0.246
H -3.0592 -0.9742 0.0361 -0.29 -0.48 0.04 0.017
H -0.9206 1.6463 -0.3080 -0.24 0.41 -0.03 0.124
H 0.9110 0.8719 1.3164 -0.04 -0.04 -0.01 0.127
H 1.4247 1.6555 -0.1570 0.11 0.04 -0.17 0.116
H 2.7433 -0.3663 -0.2912 -0.76 -0.25 0.11 0.119
N -2.5617 -0.1073 -0.0548 1.21 0.27 -0.07 0.070
N -0.4329 0.7733 -0.3315 -0.36 -0.69 0.00 -0.017
N 1.1465 -1.6383 -0.2413 0.14 0.63 0.14 -0.309
S -0.5043 -1.8858 0.0396 -0.14 0.20 -0.04 0.945
```
Forces are in eV/Å.